No. 1
The following is a quantum chemistry calculation of a structure of composition C8H10CdIN at a distorted geometry, from OMol25.

```
21
Properties=species:S:1:pos:R:3:lowdin_charge:R:1
C 1.47 1.07 -0.27 -0.28
C 1.74 -0.30 0.02 -0.29
C 1.65 -0.48 1.44 -0.30
C 1.34 0.79 2.02 -0.31
C 1.22 1.74 0.96 -0.28
Cd -0.56 0.01 0.83 1.00
C -1.07 -1.96 -0.37 -0.24
C -1.10 -1.14 -1.44 -0.32
C -1.13 -0.61 -2.65 -0.11
N -1.80 1.30 -0.28 -0.47
H 1.81 -1.43 1.99 0.07
H 1.96 -1.09 -0.72 0.08
H 1.19 0.99 3.10 0.07
H 0.97 2.81 1.07 0.08
H 1.45 1.52 -1.28 0.08
H -0.14 -2.48 -0.09 0.03
H -2.30 1.96 -0.94 -0.31
H -1.98 -2.22 0.19 0.02
H -1.25 -1.24 -3.54 0.02
H -1.04 0.46 -2.80 0.03
I -2.43 0.31 2.78 -0.57
```

- Strongest force on any atom: 2.56 eV Å⁻¹
- Net charge: -2
- Frontier orbital gap (spin up / spin down): 3.084 / 3.088 eV
- LUMO energy (spin up / spin down): 5.4 / 5.4 eV

No. 2
The following is a quantum chemistry calculation of a structure of composition C8H10CeO6P at a distorted geometry, from OMol25.

```
26
Properties=species:S:1:pos:R:3:lowdin_charge:R:1
O -0.24 3.93 -4.25 0.03
C -0.93 3.30 -4.93 0.07
Ce -0.87 -0.20 -1.36 1.42
O -0.85 3.51 -0.97 0.27
C -0.86 2.36 -1.03 -0.02
C -0.23 -1.06 -3.36 -0.08
O -1.08 -1.92 -3.12 0.08
C 1.04 1.03 -2.20 -0.05
O 1.90 1.62 -2.69 0.29
C -2.44 1.30 -2.77 0.00
O -3.23 2.00 -3.25 0.24
H -0.40 0.07 -3.95 0.20
C -0.89 -1.37 3.23 -0.13
P 0.38 -1.11 1.99 0.68
C 1.25 0.41 2.32 -0.13
C 1.56 -2.48 2.05 -0.13
O -0.29 -1.08 0.59 -0.52
H -1.58 -0.52 3.22 0.08
H -0.40 -1.47 4.22 0.10
H -1.48 -2.26 2.97 0.09
H 1.83 0.34 3.26 0.10
H 1.92 0.65 1.49 0.07
H 0.54 1.24 2.37 0.07
H 1.02 -3.42 1.84 0.09
H 2.30 -2.36 1.25 0.08
H 2.03 -2.50 3.05 0.10
```

- Strongest force on any atom: 6.94 eV Å⁻¹
- Net charge: +3
- Frontier orbital gap (spin up / spin down): 7.100 / 6.959 eV
- LUMO energy (spin up / spin down): -14.6 / -14.8 eV
- Energy above the lowest of the compared OMol25 structures with the same formula, charge and spin: 20.6 kcal/mol

No. 3
The following is a quantum chemistry calculation of the molecule C8H10ClNO, from OMol25.

```
21
Properties=species:S:1:pos:R:3:lowdin_charge:R:1
O -3.52 1.43 -0.39 0.06
C -2.79 0.54 -0.08 -0.85
Cl -3.45 -1.06 0.40 0.64
N -1.48 0.55 0.09 0.05
C -0.36 1.12 -0.63 -0.11
C 0.66 1.85 0.25 -0.11
C 1.58 0.74 0.80 -0.12
C 0.74 -0.55 0.80 -0.20
C 1.15 -1.75 -0.09 -0.10
C -0.15 -1.61 -0.91 -0.07
C -0.37 -0.29 -0.20 -0.36
H -0.53 1.45 -1.64 0.16
H 0.14 2.36 1.06 0.12
H 1.21 2.59 -0.33 0.11
H 2.44 0.62 0.15 0.11
H 1.95 0.99 1.80 0.11
H 0.42 -0.84 1.80 0.15
H 1.26 -2.69 0.44 0.11
H 2.04 -1.56 -0.67 0.11
H -0.05 -1.55 -1.99 0.11
H -0.90 -2.35 -0.66 0.10
```

- SMILES: O=C(Cl)N1[C@H]2CC[C@@H]3CC[C@@]321
- Strongest force on any atom: 0.98 eV Å⁻¹
- Frontier orbital gap: 10.623 eV
- LUMO energy: 0.8 eV
- Energy above the lowest of the compared OMol25 structures with the same formula, charge and spin: 14.7 kcal/mol